Record 1
12
Properties=species:S:1:pos:R:3:forces:R:3 method="wB97M-V/def2-TZVPD" e_homo_ev=-8.3163 energy_ha=-211.217518 max_force_ha_per_bohr=0.0764 homo_lumo_gap_ev=9.009
C 0.79095 1.30642 0.20972 0.30 0.38 -0.01
C -2.20649 0.24090 -0.21626 -0.58 0.87 -0.80
C 0.61832 0.02442 0.18083 -3.77 -0.74 0.44
C 1.29894 -1.24882 0.02676 0.16 -0.16 0.00
N -1.51370 -0.49942 0.48461 3.92 -0.19 0.25
H -0.02204 1.99954 0.35253 -0.26 0.05 0.03
H 1.77273 1.75374 0.08906 0.12 -0.09 -0.03
H -3.29140 0.10836 -0.22719 -0.15 -0.08 0.12
H -1.85319 1.05456 -0.86033 0.19 0.09 -0.01
H 1.05068 -1.68954 -0.93800 0.00 -0.06 -0.01
H 2.38150 -1.11587 0.09207 0.04 -0.01 -0.01
H 0.97370 -1.93431 0.80621 0.02 -0.05 0.03


Record 2
43
Properties=species:S:1:pos:R:3:forces:R:3 method="wB97M-V/def2-TZVPD" e_homo_ev=2.0227 charge=-2 energy_ha=-956.352494 max_force_ha_per_bohr=0.2126 homo_lumo_gap_ev=3.482
N 0.04291 1.07053 0.44383 1.84 -1.35 6.79
H -0.37150 1.41884 -0.40884 1.05 1.13 -0.03
H -0.73149 0.96692 1.08389 1.61 0.49 0.85
H 0.77566 1.69958 0.73960 -2.45 -0.97 0.02
H 0.54591 0.22049 0.23283 -1.35 1.84 1.11
C 2.86138 -1.08781 0.07737 0.39 -0.54 -0.22
C 1.36940 -0.95081 -0.25488 2.86 0.12 -2.26
O 1.07522 0.20543 -0.97789 4.14 -7.09 -5.03
H 3.42884 -0.99711 -0.84883 0.03 0.14 -0.14
H 3.11283 -2.06649 0.48611 -0.11 -0.42 0.14
H 3.29556 -0.38106 0.78455 -0.42 0.46 0.04
H 0.77132 -0.98444 0.65576 2.64 -0.11 -1.43
H 1.04715 -1.81631 -0.83381 0.07 -0.57 -0.25
C 3.35232 3.05056 0.14837 0.24 0.08 -1.48
C 1.85942 2.77799 -0.08578 0.79 -0.32 -1.04
O 1.46034 2.01277 -1.15333 3.36 4.08 0.19
H 3.82230 2.09807 0.39330 0.17 0.07 0.27
H 3.61653 3.84135 0.85046 -0.28 -0.08 0.48
H 3.80110 3.35539 -0.79702 0.13 0.07 -0.26
H 1.18022 3.61841 0.05737 0.03 0.73 -0.32
H 1.60844 2.22024 0.81644 2.14 1.01 1.19
C -1.98418 0.71405 -1.02764 1.63 0.63 -5.01
C -1.40978 1.92091 -1.73819 0.44 0.44 0.20
O -0.54369 2.59260 -0.90481 -3.34 4.48 -2.51
H -2.67516 0.20458 -1.69926 -0.24 -0.23 -0.14
H -2.51656 0.77803 -0.07865 1.46 5.54 -7.77
H -1.23833 -0.01402 -0.70867 0.13 0.31 -1.99
H -2.18794 2.61005 -2.06631 -0.80 0.06 -0.18
H -0.86044 1.63945 -2.63657 0.26 -0.32 -0.79
C -1.14296 -4.01134 0.54040 -0.13 -0.80 -0.20
C -0.24405 -3.01852 0.92356 -0.62 -0.74 0.75
C -0.64150 -1.71591 1.03005 -2.52 0.26 2.03
C -1.95060 -1.34937 0.68954 -1.33 1.63 1.06
C -2.84413 -2.36279 0.29003 -0.51 -0.18 -0.68
C -2.47068 -3.69637 0.20151 0.64 1.54 0.42
N -2.49019 0.01618 0.83047 -1.94 -9.57 4.92
O -1.86029 0.92754 1.35613 -4.16 1.35 6.55
O -3.67771 0.20564 0.32481 -4.68 -1.91 3.52
H -0.83624 -5.04687 0.54316 0.20 -0.17 -0.08
H 0.73055 -3.26017 1.32126 0.28 -0.24 -0.26
H -0.01533 -0.95585 1.47346 -1.72 -0.54 1.46
H -3.83842 -2.04019 0.01852 -0.08 0.01 0.10
H -3.22618 -4.41010 -0.09214 0.17 -0.31 -0.03


Record 3
5
Properties=species:S:1:pos:R:3:forces:R:3 method="wB97M-V/def2-TZVPD" e_homo_ev="-9.4967 / -9.8629" energy_ha=-5286.499680 max_force_ha_per_bohr=0.0459 homo_lumo_gap_ev="6.944 / 8.175"
C 0.15329 0.35146 0.00730 -1.60 -0.76 -1.55
F -0.19570 0.98549 1.05739 0.03 0.26 1.83
Br 2.00984 0.22355 -0.21686 -1.05 -0.24 -0.19
Br -1.30007 -2.10098 -0.12083 1.00 1.34 0.22
H -0.66736 0.54049 -0.72699 1.63 -0.60 -0.31


Record 4
123
Properties=species:S:1:pos:R:3:forces:R:3 method="wB97M-V/def2-TZVPD" e_homo_ev=-4.7882 charge=-1 energy_ha=-53709.245412 max_force_ha_per_bohr=0.0716 homo_lumo_gap_ev=6.018
O 1.42444 3.78733 -1.55830 0.09 0.38 0.81
C 0.30393 3.96275 -1.19699 0.67 -0.17 -1.10
F 0.01380 3.75769 0.13779 -0.53 0.53 -1.51
N -0.72915 4.32626 -2.12130 -0.35 -1.05 0.84
C -1.27144 3.04490 -2.63636 0.61 -0.66 1.78
O -1.08431 2.09711 -1.88227 -0.31 0.71 -0.73
P -2.25485 2.92762 -4.31057 -0.23 0.73 -1.57
C -0.79861 3.77094 -5.30034 0.99 0.35 0.08
B -1.09933 5.27795 -5.70213 0.58 -0.06 0.22
O -2.13383 5.74291 -6.53870 1.39 -0.41 0.15
O -0.19317 6.28808 -5.19614 -0.27 -0.41 -1.16
C -3.67578 2.14183 -3.30240 -1.16 -0.24 0.62
C -5.00180 1.91645 -4.06543 -1.68 -1.40 -0.30
C -5.59568 0.55840 -3.96593 -0.79 1.07 -0.93
C -6.86328 0.18343 -4.58637 1.03 2.28 -0.01
C -7.60695 1.19368 -5.34140 2.35 0.30 1.13
C -7.02318 2.53483 -5.46800 0.37 -1.45 0.93
C -5.74441 2.90535 -4.83453 -1.00 -1.86 0.07
C -1.48332 1.24649 -4.78766 0.46 -3.53 -0.93
C -0.10849 0.79816 -4.55322 -1.05 -1.16 -0.61
C 0.38235 -0.52030 -4.96080 -1.65 0.35 -0.46
C -0.48474 -1.46302 -5.65941 -1.23 2.10 0.60
C -1.85607 -1.03529 -5.93792 1.13 1.26 0.92
C -2.35257 0.28928 -5.51674 2.26 -1.13 0.20
H -0.37171 4.91351 -2.87761 0.05 -0.07 0.36
H -2.78687 4.25654 -4.03011 -0.07 0.25 0.34
H -3.01015 2.94741 -5.54852 -0.08 -0.30 0.08
H 0.09240 3.73059 -4.59615 -0.61 0.17 -0.92
H -0.51975 3.10818 -6.16391 -0.51 0.61 0.66
H -1.69295 6.37403 -7.13990 -0.64 0.03 0.58
H 0.71305 6.04495 -5.46014 -0.52 -0.04 0.64
H -3.33961 1.16657 -2.86281 -0.34 0.79 -0.40
H -3.87529 2.82643 -2.42265 0.20 -0.53 -0.91
H -5.03689 -0.22978 -3.37883 -0.51 1.38 -0.87
H -7.23189 -0.85605 -4.42494 0.12 1.28 -0.51
H -8.58167 0.89890 -5.78518 0.84 0.55 0.25
H -7.62715 3.27704 -6.04689 0.84 -0.55 0.61
H -5.35443 3.94186 -4.92918 -0.33 -0.92 0.03
H 0.59025 1.48467 -4.00977 -0.66 -0.75 -0.56
H 1.43130 -0.82210 -4.73899 -0.90 0.36 -0.14
H -0.17068 -2.49006 -5.97126 -0.09 1.16 0.40
H -2.53616 -1.74118 -6.48149 0.63 0.82 0.58
H -3.40652 0.51206 -5.79408 0.95 0.12 0.43
Br -2.43267 0.68389 4.57586 -0.04 0.08 0.10
C -2.25347 2.42096 3.71017 -0.10 -0.23 -0.18
C -0.80730 2.77446 3.48747 0.05 0.25 0.02
Br 0.04140 3.36364 5.14203 0.04 -0.09 0.00
H -2.78048 3.14085 4.33226 0.12 -0.03 -0.03
H -2.77380 2.31985 2.75798 0.11 0.03 0.01
H -0.71984 3.61814 2.80731 -0.04 -0.02 -0.04
H -0.21702 1.94444 3.10670 -0.12 0.03 0.04
Br 5.62354 0.98096 -0.43222 0.03 0.05 -0.07
C 3.98827 1.66049 0.38401 0.14 0.01 0.27
C 2.88249 0.63967 0.32291 -0.30 0.07 -0.28
Br 2.10659 0.54338 -1.45703 0.03 -0.23 0.05
H 3.74178 2.59083 -0.12374 -0.09 -0.15 -0.04
H 4.25553 1.87549 1.41881 -0.03 -0.05 -0.05
H 2.05891 0.92772 0.97631 0.09 0.07 -0.01
H 3.21052 -0.36556 0.58188 0.09 0.12 0.04
Br 10.63439 -1.18791 2.32830 0.08 0.02 0.02
C 10.39022 0.58025 1.54286 -0.26 -0.03 -0.01
C 9.55782 0.51011 0.28809 0.12 0.10 -0.21
Br 10.59871 -0.15869 -1.21698 -0.08 -0.06 0.04
H 11.38274 0.99424 1.37909 -0.08 -0.06 -0.03
H 9.88098 1.16304 2.30782 -0.02 -0.05 -0.10
H 9.23185 1.50573 -0.01153 0.03 -0.03 0.09
H 8.68857 -0.13789 0.38514 0.08 0.04 0.06
Br 4.02941 -3.31351 -3.74568 -0.06 0.08 0.04
C 3.72481 -3.05690 -1.83862 0.25 -0.07 -0.08
C 2.87048 -4.15946 -1.26783 -0.22 0.10 0.15
Br 0.99401 -3.91613 -1.73234 0.04 -0.06 -0.03
H 3.28882 -2.06651 -1.71796 -0.06 -0.11 -0.03
H 4.71670 -3.06905 -1.38808 -0.11 -0.08 0.00
H 2.89853 -4.14077 -0.17835 0.07 0.05 -0.06
H 3.15761 -5.14895 -1.61682 0.04 0.12 -0.02
Br 7.13121 -6.32030 1.41237 0.06 0.04 -0.06
C 8.15357 -4.78098 2.03030 -0.06 -0.22 0.17
C 7.27111 -3.57352 2.21111 0.11 0.27 -0.08
Br 6.82980 -2.75587 0.49996 -0.02 0.00 0.10
H 8.95439 -4.62225 1.31145 -0.11 0.08 0.04
H 8.58197 -5.08866 2.98398 -0.05 0.07 -0.03
H 7.79358 -2.79713 2.77012 0.05 -0.08 -0.05
H 6.32937 -3.79948 2.70654 0.10 -0.08 -0.06
Br -8.10263 -4.95279 -4.36871 0.05 0.03 -0.07
C -6.30520 -5.00952 -3.61517 -0.13 -0.21 0.07
C -6.20593 -4.17113 -2.36776 0.23 0.25 0.02
Br -6.10560 -2.27421 -2.79819 -0.03 -0.91 0.55
H -5.62228 -4.69203 -4.40017 -0.06 0.06 0.11
H -6.12662 -6.06001 -3.38629 -0.01 0.07 0.03
H -5.28267 -4.39063 -1.83165 -0.14 -0.04 -0.11
H -7.05096 -4.29993 -1.69476 0.04 -0.08 -0.11
Br 0.18535 -1.70832 7.46578 -0.08 0.07 -0.03
C -1.42546 -1.08445 8.36529 0.25 -0.06 0.09
C -2.51411 -2.12597 8.32445 -0.25 0.11 0.02
Br -3.36010 -2.19169 6.57194 0.08 -0.16 0.00
H -1.71067 -0.14686 7.89173 -0.04 -0.12 -0.02
H -1.12020 -0.89012 9.39316 -0.08 -0.05 -0.04
H -3.31567 -1.87145 9.01769 0.06 0.04 -0.03
H -2.15779 -3.13014 8.54283 0.06 0.12 -0.04
Br -8.01527 -2.84238 8.85013 -0.06 0.06 -0.01
C -8.23458 -2.17888 7.03066 0.06 -0.24 0.02
C -7.06821 -1.32028 6.61604 -0.09 0.23 -0.12
Br -7.17382 0.45376 7.41396 0.09 -0.07 0.04
H -9.18681 -1.65443 6.99696 0.12 0.02 0.01
H -8.29341 -3.07131 6.40802 0.05 0.08 0.00
H -7.08129 -1.14884 5.53977 -0.04 -0.05 0.05
H -6.10553 -1.73801 6.90096 -0.15 0.00 0.00
Br 11.80486 4.80501 3.49862 -0.09 -0.07 -0.04
C 10.31755 4.28565 4.64434 0.16 0.27 0.03
C 10.73962 3.25073 5.65551 -0.19 -0.24 0.03
Br 10.89817 1.48863 4.84070 0.11 0.07 0.19
H 9.51764 3.94491 3.99075 0.07 -0.05 0.09
H 10.00798 5.20418 5.14219 0.01 -0.08 0.02
H 9.98063 3.13917 6.42941 0.01 0.06 -0.07
H 11.69715 3.47156 6.12183 -0.07 0.06 -0.11
Br -6.31656 -3.93487 1.70279 0.02 -0.09 0.02
C -4.49056 -4.16774 2.34330 -0.16 0.21 0.11
C -3.48904 -3.69949 1.31993 0.21 -0.12 -0.04
Br -3.29163 -4.99898 -0.11639 0.08 0.03 0.05
H -4.37786 -5.21705 2.60660 0.04 0.08 -0.09
H -4.42680 -3.56202 3.24720 0.05 0.00 -0.08
H -2.49754 -3.61281 1.76343 -0.08 -0.01 0.02
H -3.75818 -2.75227 0.85707 -0.04 -0.09 0.06